[1]
21
Properties=species:S:1:pos:R:3 method="wB97M-V/def2-TZVPD" total_charge=+1 spin_multiplicity=1 homo_lumo_gap_ev=11.571 de_lowest_kj_mol=43.96
C -1.668 0.077 -0.529
C -0.873 -1.311 1.346
N -1.006 -0.129 0.775
N -0.821 -2.432 0.643
N -0.874 -1.413 2.692
H -0.697 0.738 1.186
H -0.640 -2.371 -0.343
H -0.996 -3.313 1.106
H -0.780 -0.546 3.203
H -0.255 -2.113 3.080
H -1.814 -0.845 -1.079
H -1.067 0.746 -1.138
H -2.581 0.625 -0.340
C 2.193 1.423 -0.685
C 1.304 1.600 -1.929
H 1.695 1.778 0.211
H 2.452 0.384 -0.489
H 3.101 1.979 -0.807
H 0.883 0.712 -2.409
H 0.528 2.355 -1.792
H 1.916 2.056 -2.702

[2]
19
Properties=species:S:1:pos:R:3 method="wB97M-V/def2-TZVPD" total_charge=+1 spin_multiplicity=1 homo_lumo_gap_ev=9.964
C -0.549 0.766 -3.414
O 0.330 1.003 -2.287
B 0.149 0.401 -1.132
O -0.311 -0.852 -0.897
S 0.655 1.482 0.399
P 0.682 0.334 2.276
C 1.414 -1.271 1.774
C -1.127 0.030 2.377
H -1.562 1.067 -3.153
H -0.175 1.374 -4.232
H -0.520 -0.284 -3.701
H -1.159 -0.935 -0.439
H 1.963 1.719 0.219
H 0.655 -2.006 1.509
H 2.031 -1.128 0.886
H 2.044 -1.627 2.587
H -1.323 -1.029 2.549
H -1.530 0.620 3.199
H -1.670 0.336 1.479

[3]
68
Properties=species:S:1:pos:R:3 method="wB97M-V/def2-TZVPD" total_charge=+3 spin_multiplicity=2 s_squared=0.77 homo_lumo_gap_ev="5.402 / 5.611" de_lowest_kj_mol=46.40
Re 0.579 -0.084 -0.204
O 1.331 3.483 -1.918
C 0.932 2.647 -1.170
N 1.415 1.291 -1.179
C 2.837 1.163 -1.534
C 3.485 0.482 -0.358
C 4.850 0.481 -0.147
C 5.352 -0.117 0.996
C 4.468 -0.699 1.897
C 3.122 -0.681 1.617
N 2.624 -0.107 0.502
C -0.063 2.835 -0.089
C -0.672 4.049 0.120
C -1.574 4.163 1.174
C -1.828 3.044 1.946
C -1.178 1.852 1.658
N -0.288 1.737 0.669
H 3.274 2.141 -1.734
H 2.952 0.560 -2.437
H 5.504 0.964 -0.861
H 6.416 -0.115 1.194
H 4.819 -1.157 2.811
H 2.411 -1.120 2.301
H -0.431 4.880 -0.531
H -2.070 5.103 1.378
H -2.533 3.075 2.765
H -1.425 0.960 2.214
C -4.158 -2.528 2.595
Se -3.601 -1.187 1.301
C -2.857 -2.432 -0.011
C -2.637 -1.779 -1.361
Se -1.803 0.000 -1.244
C -1.605 0.295 -3.159
H -3.309 -3.130 2.911
H -4.931 -3.151 2.155
H -4.568 -1.996 3.450
H -3.567 -3.249 -0.142
H -1.931 -2.855 0.376
H -3.588 -1.560 -1.847
H -2.028 -2.390 -2.028
H -2.609 0.441 -3.553
H -1.117 -0.557 -3.618
H -1.019 1.200 -3.301
N 1.087 -4.192 -1.006
C 1.035 -4.490 -2.401
C 0.872 -5.802 -2.808
C 0.762 -6.082 -4.164
C 0.791 -5.053 -5.092
C 0.938 -3.734 -4.676
C 1.077 -3.460 -3.326
S 1.445 -1.811 -2.816
N 0.985 -1.859 -1.148
C 0.954 -2.990 -0.472
C 0.656 -2.861 0.982
C 0.768 -3.899 1.881
C 0.393 -3.693 3.208
C -0.094 -2.453 3.574
C -0.167 -1.454 2.613
N 0.213 -1.630 1.346
H 0.999 -4.992 -0.397
H 0.831 -6.603 -2.079
H 0.648 -7.107 -4.489
H 0.705 -5.271 -6.148
H 0.972 -2.935 -5.407
H 1.154 -4.866 1.588
H 0.482 -4.494 3.930
H -0.406 -2.242 4.587
H -0.520 -0.472 2.886

[4]
40
Properties=species:S:1:pos:R:3 method="wB97M-V/def2-TZVPD" spin_multiplicity=1 homo_lumo_gap_ev=10.015 de_lowest_kj_mol=0.00
C -0.369 -10.044 -1.849
C -0.514 -8.565 -1.593
O -0.184 -8.476 -0.223
C -0.303 -9.700 0.375
O -0.180 -9.896 1.544
O -0.567 -10.631 -0.547
F -1.788 -8.164 -1.829
H 0.631 -10.379 -2.122
H -1.139 -10.453 -2.498
H 0.147 -8.082 -2.312
C 1.393 -11.758 3.565
C 2.187 -10.499 3.339
O 3.442 -10.939 2.916
C 3.323 -12.201 2.486
O 4.202 -12.842 1.978
O 2.079 -12.662 2.766
F 2.289 -9.792 4.505
H 0.397 -11.544 3.167
H 1.198 -12.013 4.609
H 1.673 -9.830 2.644
C 7.268 -14.808 1.238
C 8.113 -14.681 -0.034
O 9.147 -15.636 0.161
C 9.229 -15.894 1.496
O 10.040 -16.610 1.980
O 8.345 -15.120 2.160
F 8.595 -13.451 -0.323
H 6.583 -15.653 1.214
H 6.741 -13.872 1.408
H 7.569 -14.985 -0.930
C 1.693 -5.264 2.018
Br 0.277 -4.921 3.356
Br 0.907 -5.324 0.245
Br 2.572 -6.985 2.289
H 2.395 -4.450 2.147
C 5.084 -9.983 0.380
Br 5.977 -8.339 -0.178
Br 6.099 -11.612 -0.040
Br 3.322 -10.095 -0.430
H 4.909 -10.000 1.448

[5]
14
Properties=species:S:1:pos:R:3 method="wB97M-V/def2-TZVPD" spin_multiplicity=1 homo_lumo_gap_ev=10.475 smiles="NC(=O)CCC=O" de_lowest_kj_mol=33.80
N -0.228 0.390 1.786
C 0.284 1.249 0.864
O 0.947 2.229 1.160
C -0.012 0.881 -0.586
C 0.496 -0.504 -1.007
C -0.435 -1.653 -0.734
O -1.386 -1.616 0.016
H -0.130 0.639 2.758
H -0.895 -0.318 1.510
H 0.461 1.655 -1.193
H -1.094 0.937 -0.756
H 0.746 -0.520 -2.076
H 1.427 -0.772 -0.484
H -0.180 -2.596 -1.259

[6]
15
Properties=species:S:1:pos:R:3 method="wB97M-V/def2-TZVPD" spin_multiplicity=1 homo_lumo_gap_ev=10.781 smiles="C[C@@]1(O)CCC1=O" de_lowest_kj_mol=197.17
C -1.452 -0.775 -0.089
C -0.470 0.394 -0.057
O -1.089 1.596 -0.407
C 0.490 0.366 1.170
C 1.581 -0.590 0.134
C 0.750 0.152 -0.890
O 1.089 0.824 -1.844
H -2.297 -0.567 0.575
H -1.829 -0.881 -1.111
H -1.000 -1.729 0.215
H -0.555 1.909 -1.161
H 0.833 1.399 1.347
H -0.105 0.093 2.090
H 2.662 -0.514 -0.193
H 1.392 -1.676 0.222